Computed, not measured: a cluster of 8 separate species, C11H38N4O8 in total in a non-equilibrium geometry, with wB97M-V/def2-TZVPD.

Last column: natural (NBO) charge in e.
CARTESIAN COORDINATES (ANGSTROEM)
N: -3.78 -2.68 2.43  -0.829
H: -0.99 -2.47 1.18  0.445
H: -3.77 4.09 1.52  0.208
H: -2.31 1.87 3.17  0.203
H: -1.58 -4.23 -2.61  0.193
H: -0.34 -3.55 -0.38  0.140
H: -0.35 -3.32 -3.59  0.219
H: 0.71 0.54 -0.78  0.486
H: 2.57 -0.08 0.04  0.449
C: -2.60 -2.08 2.29  0.772
H: 1.26 4.53 -0.73  0.182
C: 1.07 -0.36 1.32  0.761
C: -2.62 2.32 2.19  -0.089
C: -0.24 -2.98 -1.33  -0.053
C: 4.26 -2.07 0.35  -0.250
N: -1.95 -2.71 1.39  -0.799
O: 0.00 0.53 -1.49  -0.770
H: 3.19 3.51 0.10  0.485
N: 1.75 0.36 0.49  -0.900
H: -4.17 -3.50 1.98  0.396
C: -3.54 3.47 2.44  -0.649
H: -1.53 -0.06 -0.14  0.165
N: 0.08 0.22 1.94  -0.839
H: -1.00 -2.16 -1.20  0.158
H: 1.85 1.39 0.66  0.435
H: -2.24 1.13 -2.79  0.205
H: 1.12 -1.69 -0.92  0.485
H: 3.77 -1.61 -1.52  0.488
H: 3.87 1.07 -1.79  0.165
H: 4.01 -1.58 1.32  0.199
H: 4.17 2.62 -3.41  0.470
O: 2.39 3.07 0.38  -0.755
O: 3.64 -1.30 -0.65  -0.750
O: 3.62 1.86 -3.69  -0.736
H: -0.02 -4.70 -2.57  0.205
H: -4.58 3.02 2.70  0.205
H: -1.48 1.72 -0.48  0.132
H: -0.46 -0.49 2.48  0.458
C: -1.27 0.72 -0.89  -0.059
H: -4.45 -2.42 3.19  0.406
H: 4.50 0.09 -3.05  0.144
H: -2.95 1.49 1.53  0.182
H: -0.16 1.22 1.99  0.420
O: -2.12 -0.99 3.04  -0.766
O: 1.21 -1.70 1.45  -0.800
H: 0.54 2.93 -0.12  0.187
O: 1.11 -2.51 -1.38  -0.728
H: 3.87 -3.16 0.33  0.188
C: 3.59 0.77 -2.83  -0.255
H: 2.59 0.24 -2.94  0.210
H: -2.27 -3.54 0.89  0.396
H: -3.47 4.05 3.42  0.231
C: -2.39 0.54 -1.91  -0.625
H: -1.65 3.20 0.70  0.468
O: -1.49 2.89 1.60  -0.748
H: 5.39 -2.05 0.31  0.157
C: 1.19 3.83 0.03  -0.258
H: -3.34 0.60 -1.52  0.201
C: -0.55 -3.81 -2.66  -0.624
H: -2.35 -0.43 -2.36  0.202
H: 0.68 4.34 0.84  0.182

Values from the calculation:
spin multiplicity: 1
SMILES: NC(N)=O.NC(N)=O.CCO.CCO.CCO.CO.CO.CO
DFT total energy: -1262.70626 hartree
ΔE to the lowest compared entry with this formula, charge and spin: 150.7 kcal per mole
E_HOMO: -8.8300 eV
max |F|: 7.2 eV Å⁻¹


Computed, not measured: a structure of composition C19H18BF7Se2Te2W in a non-equilibrium geometry, with wB97M-V/def2-TZVPD.

Last column: natural (NBO) charge in e.
CARTESIAN COORDINATES (ANGSTROEM)
H: -4.17 0.81 -0.61  0.248
H: -1.71 2.89 -3.48  0.205
C: -2.18 -3.09 -2.97  -0.059
F: -3.59 -5.45 -7.05  -0.324
F: -2.71 -7.04 -5.87  -0.323
C: -3.21 1.12 -0.19  -0.182
C: -3.08 -4.97 -4.80  -0.145
H: -0.25 1.91 -3.38  0.238
C: -3.96 0.99 2.23  -0.651
H: -4.33 1.95 2.59  0.243
C: -2.98 1.22 1.14  0.097
H: -1.18 -4.72 -5.77  0.230
F: 1.26 -0.75 -3.60  -0.533
H: -4.81 0.40 1.89  0.233
C: -2.14 1.46 -1.11  -0.347
C: -1.30 -1.25 -1.29  -0.407
H: -3.49 0.48 3.07  0.245
C: -0.66 2.90 -3.19  -0.616
C: -1.81 -4.41 -4.94  -0.170
H: 1.58 2.62 -1.45  0.239
C: -3.54 -5.98 -5.81  0.973
H: -4.88 -5.03 -3.63  0.232
F: 0.65 0.49 -1.70  -0.547
C: -3.45 -3.66 -2.83  -0.203
C: 1.02 3.55 -1.42  -0.612
H: 1.16 4.02 -0.44  0.201
C: -1.36 -3.48 -4.04  -0.194
W: -0.59 0.20 0.03  0.902
F: -4.77 -6.45 -5.54  -0.323
F: 2.90 0.15 -2.26  -0.532
H: -2.30 1.27 -2.16  0.278
H: -0.15 3.60 -3.84  0.225
Se: -1.34 -1.53 1.81  -0.260
C: -3.90 -4.59 -3.74  -0.179
C: -1.17 2.43 -0.73  0.057
H: -0.07 3.09 1.01  0.263
F: 1.65 -1.62 -1.49  -0.537
H: -4.07 -3.36 -1.99  0.221
H: -0.39 -3.02 -4.15  0.244
Te: 1.57 -2.38 4.60  -0.374
H: 1.44 4.23 -2.16  0.224
C: -1.71 -2.11 -2.04  0.093
Te: 1.08 -2.17 2.10  0.700
H: -0.98 4.29 -1.61  0.226
C: -0.46 3.32 -1.74  -0.236
Se: 1.54 0.13 1.18  -0.058
C: -1.59 1.55 1.47  -0.411
H: -1.30 1.49 2.51  0.276
C: -0.86 2.45 0.63  -0.263
B: 1.74 -0.55 -2.34  1.390

Values from the calculation:
spin multiplicity: 1
DFT total energy: -6864.91401 hartree
ΔE to the lowest compared entry with this formula, charge and spin: 0.0 kcal per mole
E_HOMO: -7.7780 eV
max |F|: 2.7 eV Å⁻¹


Computed, not measured: the molecule C5H7NO, with wB97M-V/def2-TZVPD.

Last column: natural (NBO) charge in e.
CARTESIAN COORDINATES (ANGSTROEM)
H: 1.55 1.38 1.72  0.252
C: 0.47 1.27 1.61  -0.645
C: -0.07 0.44 -1.14  -0.218
C: 0.10 -0.45 1.24  -0.211
C: -0.41 -1.04 -1.66  0.582
N: -0.60 -0.98 -2.94  -0.817
H: -0.83 -1.93 -3.24  0.339
O: -0.45 -1.94 -0.80  -0.749
H: -0.03 1.21 2.58  0.282
H: 0.03 2.14 1.12  0.297
H: 1.00 -0.99 1.52  0.258
H: -0.04 1.27 -1.82  0.264
C: 0.10 0.33 0.14  0.113
H: -0.84 -0.73 1.71  0.255

Values from the calculation:
spin multiplicity: 1
DFT total energy: -324.52911 hartree
ΔE to the lowest compared entry with this formula, charge and spin: 122.6 kcal per mole
E_HOMO: -7.9096 eV
max |F|: 0.5 eV Å⁻¹


Computed, not measured: a cluster of 4 separate species, C23H50ClN3O11 in total, with wB97M-V/def2-TZVPD.

Last column: Mulliken charge in e.
CARTESIAN COORDINATES (ANGSTROEM)
H: -1.37 1.76 -1.50  0.209
C: 3.92 0.91 0.98  -0.723
H: 0.83 1.02 -1.16  0.232
H: -3.91 -2.16 -2.85  0.317
C: -2.03 0.17 -3.46  0.359
C: 1.67 -3.39 -3.02  -0.797
H: -4.64 -0.61 -4.42  0.406
C: -9.05 -4.61 3.30  -0.628
C: -6.75 -4.02 -1.36  -0.977
N: -3.38 0.63 -3.32  -0.071
H: 5.57 2.53 5.79  0.277
O: -1.56 -0.59 -2.33  -0.358
C: 5.88 2.69 4.76  -0.814
H: -8.97 -3.60 3.70  0.296
H: 1.55 -1.29 -3.50  -0.298
O: 6.41 5.02 5.28  -0.357
H: -6.18 -3.48 -2.12  0.239
C: -0.70 2.09 -2.29  -0.525
H: 5.26 2.07 4.11  0.112
O: 1.09 1.26 2.96  -0.333
H: 0.86 -3.98 -3.45  0.433
H: 1.28 0.63 4.92  0.312
H: 2.63 -1.29 -1.48  0.185
O: -9.34 -4.57 1.90  -0.338
C: 9.64 6.13 5.92  -0.629
H: 10.17 5.21 6.13  0.291
C: -1.88 -0.73 -4.71  -1.131
H: 0.96 -3.30 -5.39  0.301
C: 1.00 2.78 4.88  -0.903
N: 1.32 -2.36 -5.29  -0.489
H: -0.13 -1.59 -6.55  0.439
H: 3.88 0.76 -0.10  0.194
H: 6.92 2.38 4.66  0.382
O: 8.23 5.93 6.01  -0.348
C: 2.27 -2.11 -0.86  -1.024
H: 4.49 1.81 1.21  0.303
H: 3.14 -2.69 -0.54  0.412
H: 1.81 -1.67 0.03  0.271
H: 4.68 4.45 4.45  0.257
Cl: -1.61 2.52 -4.85  -0.192
C: 5.72 4.14 4.38  -0.199
C: 7.72 5.13 5.07  0.768
C: 2.38 1.12 2.71  0.710
H: 0.63 2.86 5.90  0.370
H: 9.91 6.49 4.92  0.299
O: 2.56 1.06 1.40  -0.182
H: -0.14 0.95 -4.03  -0.539
H: -7.73 -2.24 -0.61  0.303
C: -1.04 1.36 -3.60  0.546
H: 0.29 -2.48 -1.66  -0.077
H: 2.55 -4.04 -2.97  0.356
O: 3.26 1.05 3.54  -0.603
H: 3.01 -2.06 -4.09  0.374
H: 0.48 3.52 4.27  0.295
H: -2.78 -1.32 -4.89  0.461
H: -5.40 0.34 -3.17  0.457
H: -1.74 -0.07 -5.57  0.395
H: -7.03 -5.00 -1.74  0.336
O: -7.53 -3.25 1.62  -0.563
C: -4.52 -0.28 -3.39  -1.198
H: 1.11 -3.90 -1.02  0.380
H: -8.61 -3.06 -1.90  0.312
H: -8.13 -5.15 3.48  0.291
O: 8.35 4.61 4.19  -0.558
C: 1.26 -2.99 -1.60  -0.150
H: 6.07 4.33 3.36  0.327
C: 0.26 -1.44 -5.54  -0.624
C: 1.94 -2.20 -3.96  0.050
O: -8.85 -3.90 -0.10  -0.348
H: 0.66 -0.42 -5.46  0.395
C: -8.48 -3.85 1.18  0.788
C: -7.99 -3.21 -1.03  -0.245
H: -6.13 -4.15 -0.48  0.292
H: -2.13 -0.37 -1.58  0.422
H: 1.15 2.74 -1.33  0.385
H: 2.06 3.00 4.87  0.123
O: -0.78 -1.61 -4.58  -0.234
H: 9.88 6.88 6.67  0.217
H: -3.47 1.27 -2.54  0.346
C: 0.73 1.38 4.35  -0.231
N: -4.56 -1.45 -2.54  -0.337
H: 4.38 0.06 1.47  0.346
H: -4.34 -1.24 -1.57  0.198
H: -9.89 -5.13 3.75  0.216
H: -0.87 3.15 -2.43  0.515
H: -0.33 1.15 4.38  0.308
H: 1.40 1.66 -2.70  0.341
C: 0.75 1.86 -1.84  -1.126

Values from the calculation:
spin multiplicity: 1
SMILES: CCCCNCOC[C@](O)(NCN)[C@@H](Cl)CC.CCOC(=O)OC.CCOC(=O)OC.CCOC(=O)OC
DFT total energy: -2358.47800 hartree
E_HOMO: -9.1830 eV
max |F|: 0.3 eV Å⁻¹


Computed, not measured: a cluster of 2 separate species, CH8NS in total in a non-equilibrium geometry, with wB97M-V/def2-TZVPD.

Last column: natural (NBO) charge in e.
CARTESIAN COORDINATES (ANGSTROEM)
H: -1.39 1.15 0.08  0.226
H: 0.39 -0.81 -2.59  0.463
H: 0.20 -0.29 -1.03  0.466
S: 0.79 1.23 1.24  -0.091
H: 0.37 -1.97 -1.29  0.463
H: -1.49 1.25 1.91  0.263
C: -0.98 0.80 1.03  -0.755
N: 0.61 -1.03 -1.64  -0.885
H: 1.68 -1.00 -1.38  0.479
H: 0.87 0.97 2.56  0.163
H: -1.04 -0.30 1.13  0.207

Values from the calculation:
spin multiplicity: 1
DFT total energy: -495.55668 hartree
ΔE to the lowest compared entry with this formula, charge and spin: 14.4 kcal per mole
charge: +1
E_HOMO: -13.0021 eV
max |F|: 3.8 eV Å⁻¹


Computed, not measured: a structure of composition C3H55O31P3 in a non-equilibrium geometry, with wB97M-V/def2-TZVPD.

Last column: Mulliken charge in e.
CARTESIAN COORDINATES (ANGSTROEM)
H: -1.41 3.83 -7.20  0.336
O: -3.12 -0.07 -6.38  -0.643
H: -3.20 5.45 -3.59  0.293
H: -1.01 -2.37 -8.06  0.316
H: 6.15 -5.80 5.66  0.325
H: -3.47 3.16 -2.60  0.262
O: 3.66 -0.19 1.40  -0.433
H: -0.79 2.18 -3.64  0.252
O: -1.25 0.92 6.18  -0.644
H: -0.82 3.03 8.40  0.331
O: 2.40 0.09 -0.79  0.344
H: -2.24 -0.01 -6.74  0.313
H: -4.72 1.31 -0.35  0.305
O: -2.05 0.34 1.43  -0.568
H: -5.02 -0.09 0.20  0.268
H: 0.71 0.87 6.14  0.375
H: 1.42 -4.89 3.87  0.267
H: -2.46 -2.74 -8.30  0.314
H: -3.19 2.96 -5.12  0.314
P: 2.00 -0.93 -1.93  0.749
H: 0.53 -4.02 4.76  0.366
O: 0.51 2.98 -9.92  -0.605
H: 3.56 5.89 2.45  0.297
H: 7.01 -6.65 4.75  0.311
H: -1.75 1.24 1.59  0.297
O: -4.67 0.67 -3.59  -0.559
O: 1.57 0.42 6.06  -0.593
H: -0.82 -1.69 2.13  0.290
O: -2.96 4.95 -4.38  -0.634
H: 2.72 -0.09 1.58  0.334
H: -2.03 0.14 -2.10  0.237
H: 3.99 2.03 0.04  0.356
O: -4.58 0.37 -0.53  -0.607
O: 6.18 -6.17 4.78  -0.650
H: 4.18 -6.10 4.46  0.348
H: -2.63 -1.44 6.81  0.315
O: 1.89 -2.39 -1.42  -0.377
H: 0.45 -2.89 2.45  0.363
O: 0.77 -2.69 6.20  -0.638
H: -1.49 -2.93 0.53  0.383
H: -1.83 4.27 -8.60  0.294
H: -0.08 -2.23 6.24  0.326
H: 0.12 3.85 -9.92  0.291
O: -3.37 -0.11 4.33  -0.660
H: 4.14 -2.59 -3.51  0.365
H: -2.02 4.78 -4.28  0.330
O: -3.66 2.96 -1.67  -0.649
C: 0.20 -1.96 1.94  -1.460
H: -1.50 4.14 7.62  0.312
O: -1.59 0.81 -1.55  -0.043
O: 0.51 -0.51 -2.37  -0.129
O: -2.43 2.38 -5.27  -0.375
O: 4.59 1.36 -0.32  -0.400
H: 4.99 4.15 -0.94  0.306
H: 1.59 -3.69 0.11  0.511
P: 3.96 -0.10 -0.19  -0.083
O: 3.50 6.18 1.53  -0.598
H: -3.19 -0.99 -6.10  0.284
H: -2.62 1.95 -6.11  0.146
P: -0.01 1.03 -1.93  -0.125
O: -1.78 3.50 -8.02  -0.650
O: -0.86 3.43 7.52  -0.666
H: -3.03 2.26 -1.46  0.422
O: 3.26 -6.03 4.75  -0.656
H: 4.87 -3.65 -2.70  0.303
H: 2.98 -6.94 4.87  0.310
O: 2.85 -0.77 -3.07  -0.787
H: -2.94 -2.81 7.39  0.294
O: 4.24 4.37 -0.37  -0.607
O: -0.68 -3.13 0.06  -0.675
O: 0.06 1.97 -3.24  -0.436
H: 0.86 -1.18 2.27  0.273
O: -1.86 -2.42 -7.62  -0.624
H: -4.81 -0.19 -3.18  0.273
H: 4.35 5.31 -0.17  0.310
H: -2.98 -0.19 3.45  0.356
H: -3.79 -0.96 4.49  0.317
H: 2.39 -2.28 0.63  0.367
C: 0.27 -2.14 0.44  2.127
H: -0.93 1.81 6.39  0.383
H: -1.92 1.06 5.50  0.249
C: 1.61 -2.63 -0.01  -1.009
H: 1.42 -1.97 6.19  0.278
O: 4.78 -3.31 -3.60  -0.667
H: 2.76 6.79 1.52  0.299
H: 0.21 2.59 -9.09  0.339
O: 0.58 -4.41 3.87  -0.660
H: -2.71 0.42 0.72  0.275
H: 2.22 1.12 6.11  0.294
H: -4.20 0.46 -4.41  0.315
H: -0.02 -1.19 0.01  -0.668
O: -2.58 -2.38 6.61  -0.628

Values from the calculation:
spin multiplicity: 1
DFT total energy: -3504.04893 hartree
ΔE to the lowest compared entry with this formula, charge and spin: 0.0 kcal per mole
E_HOMO: -8.8697 eV
max |F|: 2.8 eV Å⁻¹